Entry 1:
DFT (ωB97M-V/def2-TZVPD) results for a structure of composition C22H20MoN8O2S.

## Properties
molar mass: 556.5 g mol⁻¹
E_tot: -1904.81939 hartree
F_max: 0.07 eV Å⁻¹

The geometry in ORCA input format:
```
! wB97M-V def2-TZVPD RIJCOSX def2/J DEFGRID3
* xyz 2 3
Mo 0.1116 0.7353 -1.1848
N -4.1423 -1.3801 8.0211
C -3.6607 -1.1572 7.0034
C -3.0580 -0.8779 5.7277
C -1.6707 -0.8760 5.6031
C -1.0935 -0.6184 4.3729
C -1.8972 -0.3393 3.2670
C -3.2863 -0.3269 3.4030
C -3.8668 -0.6087 4.6256
C -1.2800 -0.0525 1.9544
C -1.5882 1.1839 1.3425
C -2.2714 2.2416 1.9184
C -2.3153 3.3006 0.9852
C -1.6568 2.8678 -0.1253
N -1.1885 1.5684 0.0438
C -0.4290 -0.9969 1.3988
C -0.1327 -2.2874 1.8970
C 0.7701 -2.8716 1.0321
C 1.0007 -1.9403 0.0185
N 0.2909 -0.8088 0.2097
H -1.0536 -1.0736 6.4684
H -0.0157 -0.6038 4.2764
H -3.9137 -0.1240 2.5447
H -4.9424 -0.6214 4.7335
H -2.6784 2.2507 2.9164
H -2.7738 4.2656 1.1206
H -1.4812 3.3969 -1.0474
H -0.5584 -2.7230 2.7857
H 1.2151 -3.8495 1.1065
H 1.6487 -2.0580 -0.8386
N -0.3823 -0.8536 -2.6581
N -0.9887 -0.4638 -3.8705
C -0.9839 0.8267 -4.2473
N -1.4407 1.1212 -5.4509
S -0.4143 2.0668 -3.2241
H 0.5465 -1.2912 -2.8692
H -0.9808 -1.5470 -2.2075
H -1.1396 -1.2007 -4.5471
H -1.7981 0.4268 -6.0899
H -1.4744 2.0854 -5.7445
C 5.0177 -1.0652 -3.6140
N 4.1736 -0.1785 -2.7977
C 4.6730 0.9301 -2.1932
C 3.9247 1.7894 -1.4422
C 2.5740 1.4353 -1.3301
O 1.6012 2.0477 -0.7179
N 2.0993 0.3305 -1.9114
C 2.8360 -0.5091 -2.6783
O 2.3329 -1.4905 -3.2212
H 6.0363 -0.6914 -3.5911
H 4.6487 -1.0786 -4.6363
H 4.9824 -2.0729 -3.2086
H 5.7297 1.0996 -2.3503
H 4.3443 2.6672 -0.9790
*
```

The molecule's natural (NBO) atomic charges, reported in e, are given here: atom 1 (Mo): 1.48, atom 2 (N): -0.22, atom 3 (C): 0.24, atom 4 (C): -0.12, atom 5 (C): -0.15, atom 6 (C): -0.20, atom 7 (C): -0.03, atom 8 (C): -0.22, atom 9 (C): -0.14, atom 10 (C): 0.26, atom 11 (C): -0.02, atom 12 (C): -0.08, atom 13 (C): -0.27, atom 14 (C): 0.05, atom 15 (N): -0.56, atom 16 (C): -0.02, atom 17 (C): -0.12, atom 18 (C): -0.29, atom 19 (C): 0.05, atom 20 (N): -0.57, atom 21 (H): 0.25, atom 22 (H): 0.23, atom 23 (H): 0.23, atom 24 (H): 0.25, atom 25 (H): 0.26, atom 26 (H): 0.26, atom 27 (H): 0.23, atom 28 (H): 0.26, atom 29 (H): 0.26, atom 30 (H): 0.22, atom 31 (N): -0.63, atom 32 (N): -0.42, atom 33 (C): 0.34, atom 34 (N): -0.72, atom 35 (S): -0.02, atom 36 (H): 0.46, atom 37 (H): 0.43, atom 38 (H): 0.42, atom 39 (H): 0.43, atom 40 (H): 0.45, atom 41 (C): -0.40, atom 42 (N): -0.37, atom 43 (C): 0.16, atom 44 (C): -0.37, atom 45 (C): 0.63, atom 46 (O): -0.60, atom 47 (N): -0.65, atom 48 (C): 0.79, atom 49 (O): -0.66, atom 50 (H): 0.23, atom 51 (H): 0.24, atom 52 (H): 0.24, atom 53 (H): 0.25, atom 54 (H): 0.28

Entry 2:
DFT (ωB97M-V/def2-TZVPD) results for a structure of composition C4H10NO3 at a distorted geometry.

## Properties
molar mass: 120.1 g mol⁻¹
E_tot: -438.70482 hartree
F_max: 4.72 eV Å⁻¹

The geometry in ORCA input format:
```
! wB97M-V def2-TZVPD RIJCOSX def2/J DEFGRID3
* xyz -1 1
C 1.0607 -0.2859 1.2765
C 0.7097 -0.1715 -0.0423
N -0.4815 -0.0610 -0.7104
C -1.7044 -0.0157 0.0938
C -2.9107 0.4695 -0.7155
O -4.1025 0.2835 -0.1082
O 1.8269 -0.1290 -1.2175
H 1.8022 0.4473 1.5695
H 0.7402 -1.0361 1.9876
H 1.5553 0.6053 -0.4804
H -0.3070 0.5585 -1.4889
H -1.5561 0.5579 1.0050
H -1.9516 -1.0506 0.3925
H -2.9331 0.0367 -1.7476
H -2.7240 1.5774 -0.8827
H 3.7187 -0.8574 1.0836
H 3.2209 -0.4752 -0.2846
O 4.0362 -0.4535 0.2697
*
```

The molecule's natural (NBO) atomic charges, reported in e, are given here: atom 1 (C): -0.72, atom 2 (C): 0.39, atom 3 (N): -0.55, atom 4 (C): -0.26, atom 5 (C): -0.02, atom 6 (O): -0.94, atom 7 (O): -0.67, atom 8 (H): 0.22, atom 9 (H): 0.24, atom 10 (H): 0.44, atom 11 (H): 0.41, atom 12 (H): 0.19, atom 13 (H): 0.19, atom 14 (H): 0.09, atom 15 (H): 0.06, atom 16 (H): 0.46, atom 17 (H): 0.49, atom 18 (O): -0.99

Entry 3:
DFT (ωB97M-V/def2-TZVPD) results for a structure of composition C26H30N6O2Ru at a distorted geometry.

## Properties
molar mass: 559.6 g mol⁻¹
E_tot: -1582.40853 hartree
F_max: 1.37 eV Å⁻¹

The geometry in ORCA input format:
```
! wB97M-V def2-TZVPD RIJCOSX def2/J DEFGRID3
* xyz 1 2
Ru 0.1541 -0.5768 0.4379
C -2.1225 -0.1942 -3.1608
C -1.2796 -0.6396 -2.0209
N -0.8181 0.1421 -1.1109
N -1.0391 1.4936 -1.0974
C -0.4629 2.0543 -0.0483
O 0.1958 1.4247 0.8723
C -0.6453 3.5145 0.1299
C -0.0283 4.1539 1.2022
C -0.1862 5.5182 1.3827
C -0.9625 6.2502 0.4959
C -1.5805 5.6160 -0.5742
C -1.4235 4.2536 -0.7595
C -0.8627 -2.0526 -1.8596
C -1.2138 -3.0259 -2.7804
C -0.7575 -4.3254 -2.6011
C 0.0504 -4.6073 -1.5177
C 0.3624 -3.5835 -0.6370
N -0.0870 -2.3416 -0.7785
H -2.2780 0.8794 -3.1114
H -3.0894 -0.7001 -3.1247
H -1.6448 -0.4426 -4.1105
H 0.5785 3.5760 1.8851
H 0.2984 6.0097 2.2157
H -1.0868 7.3156 0.6380
H -2.1859 6.1867 -1.2655
H -1.9018 3.7576 -1.5921
H -1.8346 -2.7824 -3.6297
H -1.0285 -5.0956 -3.3101
H 0.4442 -5.5982 -1.3433
H 1.0065 -3.7615 0.2133
N -2.6790 -1.7837 0.8636
N -1.9617 -0.6049 1.2464
H -3.5692 -1.8218 1.3521
H -2.1321 -2.5756 1.1796
H -2.0333 -0.4069 2.2431
H -2.3694 0.1764 0.7408
C 4.1917 0.5426 -2.1086
C 3.1896 0.4745 -3.2572
C 1.8692 0.6428 -2.5280
O 2.0572 0.0348 -1.2315
C 3.4609 -0.2092 -1.0099
H 4.3539 1.5793 -1.8086
H 5.1582 0.1026 -2.3453
H 3.2323 -0.5015 -3.7448
H 3.3463 1.2395 -4.0149
H 1.0391 0.1419 -3.0267
H 1.6064 1.6936 -2.3840
H 3.6404 -1.2874 -1.0648
H 3.7228 0.1407 -0.0128
C 1.9164 -1.0327 1.6853
C 0.8461 -1.1900 2.5997
C 0.2083 -2.4551 2.8084
C -0.8219 -2.5960 3.7047
C -1.2482 -1.4957 4.4632
C -0.6018 -0.2489 4.3293
C 0.4118 -0.0959 3.4241
C -2.3445 -1.6419 5.3675
N -3.2409 -1.7781 6.0756
H 2.4302 -1.9108 1.3125
H 2.4928 -0.1179 1.7354
H 0.5689 -3.3191 2.2664
H -1.2926 -3.5587 3.8552
H -0.9165 0.5826 4.9455
H 0.8974 0.8618 3.2995
*
```

The molecule's natural (NBO) atomic charges, reported in e, are given here: atom 1 (Ru): 0.83, atom 2 (C): -0.69, atom 3 (C): 0.27, atom 4 (N): -0.18, atom 5 (N): -0.46, atom 6 (C): 0.58, atom 7 (O): -0.68, atom 8 (C): -0.08, atom 9 (C): -0.18, atom 10 (C): -0.22, atom 11 (C): -0.18, atom 12 (C): -0.22, atom 13 (C): -0.18, atom 14 (C): 0.17, atom 15 (C): -0.21, atom 16 (C): -0.13, atom 17 (C): -0.24, atom 18 (C): 0.08, atom 19 (N): -0.42, atom 20 (H): 0.27, atom 21 (H): 0.25, atom 22 (H): 0.24, atom 23 (H): 0.23, atom 24 (H): 0.22, atom 25 (H): 0.22, atom 26 (H): 0.22, atom 27 (H): 0.23, atom 28 (H): 0.24, atom 29 (H): 0.24, atom 30 (H): 0.24, atom 31 (H): 0.21, atom 32 (N): -0.65, atom 33 (N): -0.55, atom 34 (H): 0.36, atom 35 (H): 0.36, atom 36 (H): 0.39, atom 37 (H): 0.39, atom 38 (C): -0.43, atom 39 (C): -0.43, atom 40 (C): -0.06, atom 41 (O): -0.56, atom 42 (C): -0.06, atom 43 (H): 0.21, atom 44 (H): 0.23, atom 45 (H): 0.21, atom 46 (H): 0.24, atom 47 (H): 0.18, atom 48 (H): 0.19, atom 49 (H): 0.17, atom 50 (H): 0.19, atom 51 (C): -0.46, atom 52 (C): -0.11, atom 53 (C): -0.19, atom 54 (C): -0.15, atom 55 (C): -0.19, atom 56 (C): -0.20, atom 57 (C): -0.15, atom 58 (C): 0.25, atom 59 (N): -0.26, atom 60 (H): 0.22, atom 61 (H): 0.23, atom 62 (H): 0.21, atom 63 (H): 0.23, atom 64 (H): 0.25, atom 65 (H): 0.24

Entry 4:
DFT (ωB97M-V/def2-TZVPD) results for a cluster of 4 separate species, C11H21FN3O5P in total at a distorted geometry.

## Properties
molar mass: 325.3 g mol⁻¹
E_tot: -1413.31667 hartree
F_max: 5.81 eV Å⁻¹

The geometry in ORCA input format:
```
! wB97M-V def2-TZVPD RIJCOSX def2/J DEFGRID3
* xyz 0 1
C 1.7642 -0.1399 1.4264
C 2.3632 1.0802 2.3579
C 2.7527 2.4431 1.5176
F 2.9780 3.6423 2.4058
O 1.8494 2.7542 0.3991
P 0.1958 2.9472 0.9130
O 0.0069 3.2732 2.4501
O -0.4377 4.3227 -0.0160
O -0.8438 1.5867 0.4943
C -2.2694 1.9491 0.6237
C -3.1010 0.9473 1.6669
O -3.6397 1.6887 2.8499
H 1.4841 0.1709 0.3336
H 0.7526 -0.5076 1.9414
H 2.4973 -1.0780 1.3593
H 3.3933 0.6702 2.7992
H 1.6953 1.3018 3.3224
H 3.8192 2.2247 1.0277
H -1.2033 4.7421 0.4830
H -2.4667 3.0378 1.0052
H -2.7502 1.7600 -0.4521
H -4.0465 0.4761 1.1134
H -2.4596 0.0431 2.0416
H -4.6335 1.7361 2.6658
C -3.6964 -0.9959 -2.5906
C -4.4200 0.1320 -1.9802
N -4.9916 1.0231 -1.4980
H -3.2663 -0.7234 -3.5602
H -2.8723 -1.3386 -1.9562
H -4.3543 -1.8552 -2.7586
C 3.7838 -3.5565 -0.7236
C 2.9431 -3.9472 0.4204
N 2.2788 -4.2558 1.3243
H 4.7257 -3.1030 -0.3972
H 4.0395 -4.4174 -1.3503
H 3.2792 -2.8272 -1.3662
C 0.5048 -2.8323 -3.2766
C 1.4313 -1.9233 -2.5813
N 2.1632 -1.2049 -2.0320
H -0.3161 -2.2864 -3.7534
H 1.0117 -3.4041 -4.0611
H 0.0553 -3.5559 -2.5882
*
```

The molecule's natural (NBO) atomic charges, reported in e, are given here: atom 1 (C): -0.66, atom 2 (C): -0.49, atom 3 (C): 0.47, atom 4 (F): -0.38, atom 5 (O): -0.76, atom 6 (P): 2.38, atom 7 (O): -1.04, atom 8 (O): -0.97, atom 9 (O): -0.78, atom 10 (C): -0.12, atom 11 (C): -0.10, atom 12 (O): -0.72, atom 13 (H): 0.24, atom 14 (H): 0.23, atom 15 (H): 0.23, atom 16 (H): 0.23, atom 17 (H): 0.27, atom 18 (H): 0.19, atom 19 (H): 0.52, atom 20 (H): 0.21, atom 21 (H): 0.21, atom 22 (H): 0.18, atom 23 (H): 0.20, atom 24 (H): 0.47, atom 25 (C): -0.73, atom 26 (C): 0.30, atom 27 (N): -0.34, atom 28 (H): 0.26, atom 29 (H): 0.26, atom 30 (H): 0.26, atom 31 (C): -0.74, atom 32 (C): 0.29, atom 33 (N): -0.34, atom 34 (H): 0.26, atom 35 (H): 0.25, atom 36 (H): 0.28, atom 37 (C): -0.73, atom 38 (C): 0.31, atom 39 (N): -0.34, atom 40 (H): 0.25, atom 41 (H): 0.26, atom 42 (H): 0.26

Entry 5:
DFT (ωB97M-V/def2-TZVPD) results for a cluster of 2 separate species, C4H15IN4Si in total at a distorted geometry.

## Properties
molar mass: 274.2 g mol⁻¹
E_tot: -967.41994 hartree
F_max: 4.07 eV Å⁻¹

The geometry in ORCA input format:
```
! wB97M-V def2-TZVPD RIJCOSX def2/J DEFGRID3
* xyz 0 1
C 1.3228 -0.4116 -1.3004
C -0.9199 0.6740 -2.0271
C -1.7469 -2.0537 -0.9316
C -0.0067 0.1055 -0.9114
N 1.0765 2.8931 0.6782
N 0.8310 -1.0412 2.8706
N 0.3872 1.8823 1.4115
N 0.5201 -0.9117 1.5385
Si -0.3310 0.4461 0.8980
I -0.4633 -3.2715 -1.9213
H 2.1385 -0.0272 -0.8127
H 1.2193 -0.3519 -2.4046
H 1.4069 -1.4525 -0.9577
H -0.4027 1.6100 -2.3989
H -0.9854 -0.0824 -2.7800
H -1.9799 0.9245 -1.5831
H -2.0665 -2.4223 0.0751
H -2.4614 -1.5372 -1.4212
H 1.6348 2.5135 -0.0458
H 0.3122 3.4124 0.3156
H -0.0601 -1.2016 3.3986
H 1.2888 -0.2711 3.3711
H 0.7144 1.7711 2.3273
H 0.2807 -1.7665 1.2007
H -1.7095 0.5697 1.4104
*
```

The molecule's natural (NBO) atomic charges, reported in e, are given here: atom 1 (C): -0.73, atom 2 (C): -0.69, atom 3 (C): -0.61, atom 4 (C): -0.27, atom 5 (N): -0.64, atom 6 (N): -0.67, atom 7 (N): -0.93, atom 8 (N): -0.87, atom 9 (Si): 1.66, atom 10 (I): 0.19, atom 11 (H): 0.24, atom 12 (H): 0.21, atom 13 (H): 0.25, atom 14 (H): 0.22, atom 15 (H): 0.21, atom 16 (H): 0.22, atom 17 (H): 0.20, atom 18 (H): 0.16, atom 19 (H): 0.34, atom 20 (H): 0.35, atom 21 (H): 0.32, atom 22 (H): 0.35, atom 23 (H): 0.36, atom 24 (H): 0.37, atom 25 (H): -0.23